Formula: C50H67As3IMgN3O2S4
Source: the Open Molecules 2025 dataset
Level of theory: ωB97M-V/def2-TZVPD

Last column: Mulliken charge in e.
Positions of all 131 atoms, in Å:
1 Mg -0.2826 0.3878 -1.1767  3.242
2 C -0.1020 -1.7281 3.3014  -0.972
3 As -0.4127 -0.2862 2.0203  0.981
4 C 0.4449 1.1010 3.0985  -1.190
5 C -2.2726 0.1955 2.4901  -0.865
6 C -3.4403 -0.6639 1.9674  2.426
7 C -3.1020 -2.1574 1.9796  -1.740
8 C -3.8812 -0.2703 0.5506  -1.314
9 As -2.7174 -0.6491 -0.9753  1.247
10 C -3.0905 -2.5093 -1.3873  -1.057
11 C -3.8180 0.1805 -2.3544  -1.131
12 C -4.6584 -0.4708 2.9013  -2.253
13 As -5.4862 1.2470 3.4621  0.268
14 C -5.1748 2.4996 1.9790  -0.965
15 C -4.1095 1.9766 4.6539  -0.965
16 H -0.7383 -1.5954 4.1765  0.579
17 H 0.9422 -1.6722 3.6124  0.437
18 H -0.2966 -2.7015 2.8597  -0.120
19 H -0.1112 1.2741 4.0208  0.524
20 H 0.5237 2.0364 2.5501  0.016
21 H 1.4542 0.7670 3.3412  0.365
22 H -2.4136 1.2338 2.1694  -0.590
23 H -2.2962 0.2160 3.5825  0.982
24 H -2.2279 -2.3899 1.3600  -0.199
25 H -3.9406 -2.7403 1.5929  0.460
26 H -2.8962 -2.5090 2.9910  0.478
27 H -4.0704 0.8023 0.4899  -0.181
28 H -4.8227 -0.7780 0.3151  0.741
29 H -4.1355 -2.7280 -1.1650  0.482
30 H -2.4402 -3.1696 -0.8208  0.018
31 H -2.9144 -2.6664 -2.4516  0.468
32 H -4.8501 -0.1553 -2.2454  0.495
33 H -3.4447 -0.1169 -3.3341  0.421
34 H -3.7813 1.2664 -2.2834  0.078
35 H -4.4295 -0.9279 3.8707  0.608
36 H -5.4948 -1.0498 2.4992  0.541
37 H -5.7247 2.1966 1.0890  0.420
38 H -4.1151 2.6122 1.7425  -0.123
39 H -5.5691 3.4618 2.3067  0.569
40 H -3.8518 1.2371 5.4118  0.322
41 H -4.5401 2.8378 5.1629  0.420
42 H -3.2083 2.2877 4.1275  0.112
43 S 3.3660 -1.0047 -0.9640  -0.087
44 C 3.0473 -2.3019 -0.0070  -0.089
45 N 3.9639 -2.9012 0.7531  0.089
46 C 3.7353 -4.2299 1.3135  -0.871
47 C 2.3605 -4.2729 1.9080  -0.480
48 N 1.3774 -3.8648 0.8999  0.688
49 C 0.1020 -4.6010 0.9740  -0.442
50 C 0.2951 -6.0306 0.5500  0.195
51 C 0.1577 -7.0676 1.4622  -0.015
52 C 0.3527 -8.3837 1.0620  -0.778
53 C 0.6913 -8.6621 -0.2521  -0.426
54 C 0.8276 -7.6272 -1.1704  -0.789
55 C 0.6271 -6.3164 -0.7728  -0.332
56 C 1.6224 -2.9103 0.0251  -0.217
57 S 0.4835 -2.3533 -1.0658  0.178
58 C 5.3022 -2.3105 0.8861  -1.822
59 C 5.2556 -1.0818 1.7652  0.723
60 C 4.7434 -1.1522 3.0578  -0.131
61 C 4.6920 -0.0232 3.8588  -0.824
62 C 5.1571 1.1936 3.3731  -0.546
63 C 5.6748 1.2690 2.0895  -0.615
64 C 5.7190 0.1359 1.2869  -0.173
65 H 4.4880 -4.4209 2.0744  0.487
66 H 3.8402 -4.9903 0.5330  0.326
67 H 2.2759 -3.5971 2.7643  0.140
68 H 2.1109 -5.2830 2.2291  0.484
69 H -0.6061 -4.0796 0.3347  -0.691
70 H -0.2532 -4.5451 2.0059  0.633
71 H -0.1158 -6.8506 2.4884  0.435
72 H 0.2408 -9.1873 1.7765  0.418
73 H 0.8446 -9.6858 -0.5650  0.411
74 H 1.0843 -7.8467 -2.1977  0.430
75 H 0.7234 -5.5091 -1.4898  0.449
76 H 5.6768 -2.0411 -0.1022  0.574
77 H 5.9503 -3.0867 1.2912  0.579
78 H 4.4021 -2.1021 3.4546  0.400
79 H 4.3121 -0.0945 4.8698  0.471
80 H 5.1355 2.0717 4.0044  0.458
81 H 6.0558 2.2104 1.7144  0.454
82 H 6.1129 0.1934 0.2797  0.386
83 O -1.2126 2.1866 -1.4659  -1.016
84 S -2.1417 2.9861 -0.5523  0.949
85 C -1.0766 3.9167 0.5529  0.854
86 C -0.1127 4.9249 -0.0605  -1.627
87 C 1.1258 4.3217 -0.7261  0.537
88 C 2.0949 3.7031 0.2884  -1.279
89 S 2.5367 1.9960 -0.0326  0.855
90 O 1.2026 1.3418 -0.3292  -1.871
91 C 3.3465 2.2021 -1.6025  1.103
92 C 2.8444 1.5582 -2.7197  -0.249
93 C 3.4990 1.7059 -3.9358  -1.175
94 C 4.6475 2.4768 -4.0180  -0.782
95 C 5.1590 3.0923 -2.8815  -0.780
96 C 4.5144 2.9549 -1.6633  -1.147
97 C -2.8281 4.2508 -1.5644  0.405
98 C -3.9628 4.8886 -1.0786  -0.730
99 C -4.5377 5.8918 -1.8432  -0.784
100 C -3.9901 6.2229 -3.0757  -0.616
101 C -2.8643 5.5639 -3.5505  -0.847
102 C -2.2652 4.5693 -2.7914  0.015
103 H -0.5603 3.1216 1.1007  -1.104
104 H -1.7752 4.3821 1.2525  0.843
105 H 0.1978 5.5882 0.7517  0.505
106 H -0.6445 5.5599 -0.7731  0.475
107 H 1.6424 5.1103 -1.2732  0.539
108 H 0.8299 3.5742 -1.4648  -0.578
109 H 1.6981 3.6940 1.3053  0.836
110 H 3.0508 4.2269 0.3422  0.733
111 H 1.9756 0.9202 -2.6438  0.925
112 H 3.1135 1.2054 -4.8143  0.578
113 H 5.1564 2.5890 -4.9652  0.443
114 H 6.0657 3.6774 -2.9418  0.464
115 H 4.9314 3.4253 -0.7815  0.326
116 H -4.4013 4.5962 -0.1322  0.435
117 H -5.4229 6.3993 -1.4875  0.452
118 H -4.4528 6.9938 -3.6759  0.413
119 H -2.4534 5.8215 -4.5167  0.455
120 H -1.3917 4.0429 -3.1478  0.138
121 I -0.1396 3.0605 -6.4785  0.110
122 C -0.2795 1.2562 -5.4780  -0.660
123 C -0.3968 0.0494 -6.1502  -0.231
124 C -0.4673 -1.1133 -5.4011  -1.215
125 C -0.4154 -1.0342 -4.0218  -0.297
126 N -0.3118 0.1288 -3.3669  0.153
127 C -0.2478 1.2498 -4.0953  0.102
128 H -0.4324 0.0152 -7.2303  0.499
129 H -0.5580 -2.0774 -5.8801  0.522
130 H -0.4589 -1.9322 -3.4224  0.340
131 H -0.1669 2.1735 -3.5408  -0.123

Properties
Net charge = +2
Kohn-Sham gap = 7.2 eV
F_max = 0.011 hartree/bohr
E = -11057.7007 Ha